[1]
ORCA calculation (ωB97M-V with the def2-TZVPD basis set) on C3H4F4N2O2 as an isolated structure in a non-equilibrium geometry.

Structure (ORCA input):
```
! wB97M-V def2-TZVPD RIJCOSX def2/J DEFGRID3
* xyz 0 1
C -0.869 0.999 -1.049
C -1.417 -0.457 -0.996
C -0.442 0.984 0.407
N 1.708 -0.018 0.679
N 2.355 -0.982 1.255
O -1.966 -0.544 0.277
O -1.170 0.197 1.166
F 1.910 -0.159 -0.744
F 0.168 1.962 1.014
F 1.459 -2.408 1.246
F 2.449 -0.763 2.558
H 0.021 1.178 -1.730
H -1.518 1.907 -1.299
H -2.133 -0.655 -1.651
H -0.555 -1.240 -1.133
*
```

Calculated values
E (eV): -21108.6815
F_max (eV/Å): 5.37
Lowest unoccupied orbital energy (alpha / beta) (Ha): -0.0584 / -0.0585
Relative energy (zero: lowest compared OMol25 entry of this formula, charge and spin) (eV): 0.000
Highest occupied orbital energy (alpha / beta) (Ha): -0.31459 / -0.31447
Frontier orbital gap (alpha / beta) (eV): 6.97 / 6.97

Atomic partial charges in e from the natural (NBO) method, atoms 1 to 8: -0.57 -0.10 0.93 -0.09 0.35 -0.18 -0.15 -0.30

=====

[2]
ORCA calculation (ωB97M-V with the def2-TZVPD basis set) on C3H4F8MgNO5S2 as an isolated structure in a non-equilibrium geometry.

Structure (ORCA input):
```
! wB97M-V def2-TZVPD RIJCOSX def2/J DEFGRID3
* xyz -1 1
Mg -25.292 -23.553 -3.012
C -27.776 -20.327 -1.650
F -28.038 -19.567 -0.618
F -28.570 -21.392 -1.699
F -28.018 -19.622 -2.735
S -26.004 -21.020 -1.553
O -25.116 -19.961 -1.189
O -26.204 -22.107 -0.641
N -25.752 -21.736 -3.134
S -25.277 -20.556 -4.103
O -25.470 -19.177 -3.712
O -24.039 -20.920 -4.744
C -26.474 -20.785 -5.541
F -26.550 -22.053 -5.920
F -27.700 -20.313 -5.290
F -25.998 -20.079 -6.583
F -24.177 -24.368 -1.744
F -24.550 -24.234 -4.630
C -27.709 -24.560 -3.868
O -27.083 -24.261 -2.628
H -26.975 -24.832 -4.626
H -28.367 -25.416 -3.673
H -28.367 -23.805 -4.313
H -27.688 -24.186 -1.890
*
```

Calculated values
E (eV): -63763.3290
F_max (eV/Å): 5.92
Lowest unoccupied orbital energy (Ha): 0.0974
Relative energy (zero: lowest compared OMol25 entry of this formula, charge and spin) (eV): 0.979
Highest occupied orbital energy (Ha): -0.24509
Frontier orbital gap (eV): 9.32

Atomic partial charges in e from the natural (NBO) method, atoms 1 to 8: 1.82 0.75 -0.30 -0.32 -0.31 2.16 -0.87 -0.93

=====

[3]
ORCA calculation (ωB97M-V with the def2-TZVPD basis set) on a 2-piece molecular cluster, C3H4FI overall in a non-equilibrium geometry.

Structure (ORCA input):
```
! wB97M-V def2-TZVPD RIJCOSX def2/J DEFGRID3
* xyz 0 1
C 0.772 -0.134 -0.533
C 0.193 0.813 0.511
C -0.503 -0.399 0.110
F -2.095 -0.299 -1.144
I -1.193 -1.998 1.203
H 0.781 0.216 -1.553
H 1.598 -0.793 -0.294
H 0.587 0.812 1.521
H -0.141 1.783 0.179
*
```

Calculated values
E (eV): -13990.3478
F_max (eV/Å): 3.78
Lowest unoccupied orbital energy (alpha / beta) (Ha): -0.0258 / -0.0258
Relative energy (zero: lowest compared OMol25 entry of this formula, charge and spin) (eV): 2.416
Highest occupied orbital energy (alpha / beta) (Ha): -0.36998 / -0.36996
Frontier orbital gap (alpha / beta) (eV): 9.37 / 9.36

Atomic partial charges in e from the natural (NBO) method, atoms 1 to 8: -0.49 -0.49 0.21 -0.55 0.30 0.27 0.24 0.24

=====

[4]
ORCA calculation (ωB97M-V with the def2-TZVPD basis set) on one molecule with the formula C3H4FN3O in a non-equilibrium geometry.

Structure (ORCA input):
```
! wB97M-V def2-TZVPD RIJCOSX def2/J DEFGRID3
* xyz 0 1
N -1.952 -1.240 0.052
N -0.769 -0.585 -0.173
N 0.551 -1.207 -0.048
C 1.363 -0.139 0.040
O 2.792 0.042 -0.043
C 0.667 1.129 0.045
C -0.632 0.703 -0.079
F -1.779 1.468 -0.049
H -1.604 -2.408 -0.251
H -2.150 -1.334 1.258
H 3.078 -0.928 0.284
H 1.158 2.186 0.643
*
```

Calculated values
SMILES: Nn1nc(O)cc1F
E (eV): -12406.1717
F_max (eV/Å): 6.28
Lowest unoccupied orbital energy (Ha): 0.0204
Relative energy (zero: lowest compared OMol25 entry of this formula, charge and spin) (eV): 4.758
Highest occupied orbital energy (Ha): -0.33569
Frontier orbital gap (eV): 9.69

Atomic partial charges in e from the natural (NBO) method, atoms 1 to 8: -0.60 -0.11 -0.37 0.44 -0.65 -0.45 0.57 -0.30

=====

[5]
ORCA calculation (ωB97M-V with the def2-TZVPD basis set) on one molecule with the formula C3H4FN3O in a non-equilibrium geometry.

Structure (ORCA input):
```
! wB97M-V def2-TZVPD RIJCOSX def2/J DEFGRID3
* xyz 0 1
N -1.024 1.976 0.628
N -1.594 0.658 0.517
C -0.506 -0.014 0.172
N 0.705 0.262 -0.478
C 1.298 -1.027 -0.689
F 2.558 -1.131 -1.189
C 0.561 -2.034 -0.156
O -0.617 -1.437 0.282
H -1.348 2.380 1.455
H -1.802 2.422 -0.008
H 1.341 1.021 -0.204
H 0.429 -3.077 -0.330
*
```

Calculated values
SMILES: N/N=c1\[nH]c(F)co1
E (eV): -12407.8470
F_max (eV/Å): 5.58
Lowest unoccupied orbital energy (Ha): 0.0283
Relative energy (zero: lowest compared OMol25 entry of this formula, charge and spin) (eV): 3.082
Highest occupied orbital energy (Ha): -0.30661
Frontier orbital gap (eV): 9.11

Atomic partial charges in e from the natural (NBO) method, atoms 1 to 8: -0.70 -0.38 0.66 -0.64 0.48 -0.30 -0.04 -0.45

=====

[6]
ORCA calculation (ωB97M-V with the def2-TZVPD basis set) on one molecule with the formula C3H4FN3S in a non-equilibrium geometry.

Structure (ORCA input):
```
! wB97M-V def2-TZVPD RIJCOSX def2/J DEFGRID3
* xyz 0 1
F 2.655 -0.373 -0.430
C 1.397 -1.149 0.054
C 0.038 -0.614 -0.372
N -1.206 -1.182 -0.199
C -2.080 0.023 -0.185
N -1.474 1.164 -0.363
N -0.086 0.776 -0.331
S 0.932 2.007 -0.173
H 1.506 -0.787 1.197
H 1.396 -2.225 -0.133
H -3.147 -0.274 0.087
H 0.070 2.635 0.848
*
```

Calculated values
SMILES: FCc1ncnn1S
E (eV): -21195.4557
F_max (eV/Å): 5.32
Lowest unoccupied orbital energy (Ha): 0.0089
Relative energy (zero: lowest compared OMol25 entry of this formula, charge and spin) (eV): 3.218
Highest occupied orbital energy (Ha): -0.33776
Frontier orbital gap (eV): 9.43

Atomic partial charges in e from the natural (NBO) method, atoms 1 to 8: -0.39 -0.01 0.31 -0.48 0.15 -0.28 -0.41 0.28

=====

[7]
ORCA calculation (ωB97M-V with the def2-TZVPD basis set) on one molecule with the formula C3H4FN3S in a non-equilibrium geometry.

Structure (ORCA input):
```
! wB97M-V def2-TZVPD RIJCOSX def2/J DEFGRID3
* xyz 0 1
F -0.408 0.224 2.501
C 0.855 0.230 1.880
C 0.655 0.094 0.365
N 1.864 0.111 -0.150
N 1.779 -0.043 -1.503
N 0.468 -0.222 -1.737
C -0.291 -0.227 -0.607
S -2.067 -0.044 -0.687
H 1.385 -0.573 2.235
H 1.304 1.298 1.958
H 0.064 -0.694 -2.581
H -2.099 -0.851 0.780
*
```

Calculated values
SMILES: FCc1nn[nH]c1S
E (eV): -21195.8048
F_max (eV/Å): 5.43
Lowest unoccupied orbital energy (Ha): -0.0072
Relative energy (zero: lowest compared OMol25 entry of this formula, charge and spin) (eV): 2.869
Highest occupied orbital energy (Ha): -0.33389
Frontier orbital gap (eV): 8.89

Atomic partial charges in e from the natural (NBO) method, atoms 1 to 8: -0.38 0.06 0.01 -0.25 -0.06 -0.34 -0.06 0.01

=====

[8]
ORCA calculation (ωB97M-V with the def2-TZVPD basis set) on one molecule with the formula C3H4FNO in a non-equilibrium geometry.

Structure (ORCA input):
```
! wB97M-V def2-TZVPD RIJCOSX def2/J DEFGRID3
* xyz 0 1
C 0.934 -0.166 -0.147
C 0.358 -1.337 0.152
C -0.036 0.978 -0.108
N -1.294 0.453 -0.469
O -0.837 -1.680 0.060
F -2.408 0.771 0.378
H 2.056 -0.081 0.042
H 1.003 -2.071 0.444
H 0.054 1.578 0.748
H 0.170 1.556 -1.100
*
```

Calculated values
E (eV): -9424.3566
F_max (eV/Å): 3.33
Lowest unoccupied orbital energy (alpha / beta) (Ha): -0.0711 / -0.0154
Relative energy (zero: lowest compared OMol25 entry of this formula, charge and spin) (eV): 6.260
Highest occupied orbital energy (alpha / beta) (Ha): -0.33021 / -0.35115
Frontier orbital gap (alpha / beta) (eV): 7.05 / 9.14

Atomic partial charges in e from the natural (NBO) method, atoms 1 to 8: -0.23 0.20 -0.38 0.16 -0.41 -0.25 0.23 0.17

=====

[9]
ORCA calculation (ωB97M-V with the def2-TZVPD basis set) on one molecule with the formula C3H4FNO in a non-equilibrium geometry.

Structure (ORCA input):
```
! wB97M-V def2-TZVPD RIJCOSX def2/J DEFGRID3
* xyz 0 1
N 1.274 -0.600 -2.567
C 0.705 -0.097 -1.713
C -0.017 0.502 -0.637
C 0.267 -0.318 0.808
O 0.085 -1.654 0.698
F 1.559 -0.020 1.167
H -1.090 0.452 -0.812
H 0.301 1.532 -0.478
H -0.395 0.074 1.583
H 0.700 -2.033 0.050
*
```

Calculated values
SMILES: N#CC[C@@H](O)F
E (eV): -9430.3859
F_max (eV/Å): 3.02
Lowest unoccupied orbital energy (Ha): 0.0265
Relative energy (zero: lowest compared OMol25 entry of this formula, charge and spin) (eV): 0.231
Highest occupied orbital energy (Ha): -0.41579
Frontier orbital gap (eV): 12.04

Atomic partial charges in e from the natural (NBO) method, atoms 1 to 8: -0.31 0.26 -0.58 0.51 -0.69 -0.36 0.26 0.26

=====

[10]
ORCA calculation (ωB97M-V with the def2-TZVPD basis set) on a 2-piece molecular cluster, C3H4FNO2 overall in a non-equilibrium geometry.

Structure (ORCA input):
```
! wB97M-V def2-TZVPD RIJCOSX def2/J DEFGRID3
* xyz 0 3
C 3.071 -0.467 -0.117
C -1.156 -0.387 0.093
C -1.035 1.098 -0.089
N -2.205 -1.050 0.117
O 3.900 0.309 -0.249
O 2.161 -1.142 0.090
F 0.267 1.459 0.291
H -1.005 1.528 -1.053
H -0.227 -0.941 0.155
H -1.671 1.646 0.604
H -2.101 -2.051 0.158
*
```

Calculated values
E (eV): -11473.6281
F_max (eV/Å): 7.16
Lowest unoccupied orbital energy (alpha / beta) (Ha): 0.0234 / -0.0954
Relative energy (zero: lowest compared OMol25 entry of this formula, charge and spin) (eV): 0.192
Highest occupied orbital energy (alpha / beta) (Ha): -0.20704 / -0.41646
Frontier orbital gap (alpha / beta) (eV): 6.27 / 8.74

Atomic partial charges in e from the natural (NBO) method, atoms 1 to 8: 1.03 -0.28 0.03 -0.34 -0.50 -0.53 -0.39 0.16